{
  "formula": "C50H120ClLi6N8O22",
  "method": "the ωB97M-V functional and the def2-TZVPD basis",
  "species": ["O", "O", "H", "H", "H", "H", "O", "H", "H", "C", "H", "C", "H", "C", "H", "C", "H", "H", "O", "H", "C", "C", "C", "H", "C", "H", "H", "H", "H", "H", "O", "C", "H", "H", "Li", "H", "H", "H", "H", "H", "O", "O", "O", "O", "C", "H", "H", "C", "H", "C", "H", "O", "O", "H", "C", "C", "H", "Li", "H", "H", "H", "O", "H", "H", "H", "O", "H", "H", "H", "C", "H", "H", "H", "H", "H", "H", "H", "H", "C", "H", "H", "H", "H", "H", "O", "H", "C", "O", "H", "C", "H", "H", "C", "H", "H", "H", "H", "H", "N", "Li", "C", "N", "C", "C", "N", "N", "C", "H", "O", "H", "H", "H", "C", "C", "H", "H", "H", "H", "C", "H", "H", "H", "H", "H", "H", "H", "N", "C", "C", "H", "H", "H", "C", "C", "C", "H", "O", "N", "O", "H", "H", "H", "H", "H", "C", "H", "Li", "H", "H", "C", "H", "C", "H", "H", "C", "H", "H", "H", "C", "C", "Li", "H", "H", "H", "C", "C", "H", "H", "C", "H", "H", "N", "H", "C", "C", "H", "Cl", "C", "H", "H", "O", "H", "O", "O", "C", "C", "H", "H", "H", "H", "H", "H", "H", "H", "H", "H", "O", "H", "C", "C", "Li", "H", "N", "C", "C", "H", "C"],
  "coordinates": [[-2.48, -3.40, 1.26], [2.27, -3.05, -1.76], [3.21, 0.36, 7.31], [6.82, 0.07, -0.92], [-2.01, -5.86, 1.08], [1.57, -5.29, -2.20], [0.50, -2.55, -4.86], [0.76, 3.01, -4.93], [-7.82, -7.47, -2.78], [5.18, 3.03, -2.51], [-0.50, -0.96, -4.09], [-0.82, 5.53, -0.06], [5.36, -1.69, 4.90], [-4.26, -3.68, -1.52], [0.15, -2.46, 3.80], [0.74, 4.03, -5.31], [3.65, 2.18, -8.08], [1.56, -7.02, -2.05], [6.36, 0.00, 4.21], [4.97, 3.76, -1.74], [4.77, 0.09, -0.14], [3.06, 4.10, -4.35], [2.93, 2.82, -3.43], [1.07, -1.01, 6.92], [-2.29, 5.32, 2.65], [-2.43, 1.13, 3.79], [2.60, 5.44, -1.89], [-4.67, -5.54, -0.56], [3.54, 3.74, -5.26], [-0.51, -6.03, 1.90], [2.24, 0.15, 2.38], [-6.06, 2.25, 2.53], [4.67, 1.13, 0.16], [5.88, 2.38, -1.99], [0.20, 2.77, 0.70], [-3.12, 6.39, 5.06], [4.43, -6.56, -0.99], [2.39, 3.33, -8.83], [7.37, 0.15, -7.04], [6.75, -3.18, -2.11], [5.78, -1.58, -1.64], [0.89, 1.75, 2.51], [-4.78, 1.70, 2.52], [1.60, -1.08, -2.25], [-9.73, 4.28, 7.59], [-8.73, 2.75, 5.49], [-7.24, -6.02, -0.16], [0.26, -2.13, 4.83], [-9.56, 4.10, 8.65], [5.79, -1.01, 1.91], [3.97, -5.20, -1.93], [-8.53, 4.11, 6.85], [2.43, 1.12, 5.54], [-6.61, 1.26, 6.40], [-1.06, -5.34, 1.26], [1.65, 1.03, 1.83], [0.11, 6.48, -1.79], [2.37, -1.51, 1.46], [-4.07, 2.60, 0.80], [0.28, 5.23, 1.67], [4.97, 1.23, -6.13], [-1.62, 5.80, 3.78], [3.76, 0.00, -0.55], [-5.31, 2.52, 4.79], [7.47, 1.53, -6.01], [4.12, 2.18, -2.91], [4.51, -0.07, 3.35], [-1.78, 1.20, 5.45], [2.95, -1.87, -7.14], [-8.22, 2.71, 6.45], [3.36, 5.72, -0.31], [5.67, 3.35, -3.43], [-8.73, -7.46, -1.41], [-2.61, 6.17, 2.04], [0.08, 3.52, -7.32], [4.29, -4.90, -0.31], [-1.54, -1.90, -5.15], [-3.67, -1.52, -2.89], [3.95, -0.39, -4.93], [4.22, -0.25, -3.88], [-1.13, -2.37, -3.52], [-6.31, -7.19, -1.19], [-1.33, 6.39, 0.38], [-0.78, -0.72, 6.10], [1.23, -1.91, -0.36], [2.26, 2.97, -2.59], [0.35, 5.75, -1.01], [-4.83, -2.32, -1.34], [-4.04, -3.79, -2.58], [3.83, -5.65, -0.95], [-0.47, -3.47, 2.01], [-3.15, 1.33, 1.63], [3.04, 3.08, -7.99], [-0.92, 3.66, 2.71], [-3.09, -1.20, -1.12], [0.32, -3.03, 5.44], [2.16, 5.57, -5.25], [-2.50, 7.70, 3.99], [-6.12, -5.29, -1.78], [2.08, -2.29, -3.73], [3.32, 2.16, 5.40], [-6.29, 2.72, 4.93], [-6.80, 2.32, 6.27], [1.44, -6.10, -1.48], [4.66, -0.97, 0.94], [-0.37, -4.96, -0.03], [-4.14, 1.66, 1.34], [-1.43, 7.00, 5.28], [-0.71, -0.07, 4.04], [2.97, 2.88, 4.66], [-6.21, 3.26, 2.17], [1.20, -0.77, -5.52], [-2.67, -2.06, 1.89], [1.94, -1.16, 6.28], [2.74, -3.27, -6.42], [4.27, 1.81, 4.99], [-5.75, -4.27, -0.03], [4.85, -1.80, 0.39], [-6.93, -6.30, -1.17], [-1.63, -4.34, 3.00], [3.79, 4.73, -3.84], [-0.28, 4.41, -5.25], [0.58, 4.89, -1.63], [6.74, -0.92, 1.38], [-6.69, 0.85, 3.94], [-1.46, 4.87, -0.65], [1.55, -1.50, 4.90], [2.67, -2.22, -6.15], [-2.24, 6.81, 4.58], [3.60, 2.70, 6.30], [5.05, -0.34, -6.83], [-7.83, 2.28, 3.66], [1.75, -1.97, -1.40], [7.47, 0.44, -6.00], [5.05, 0.17, -5.87], [-8.80, 1.97, 7.01], [1.45, 1.17, 0.62], [-0.38, 4.69, 1.13], [2.48, -5.86, -0.49], [6.62, -0.95, 5.87], [-6.61, 1.62, 1.83], [-6.18, 2.95, 6.91], [-1.78, -1.67, 5.13], [0.26, -7.07, -0.11], [-0.72, -1.97, -4.45], [6.58, -2.04, -3.46], [1.60, -4.06, 0.06], [5.53, 1.12, 2.64], [7.80, -1.73, -2.17], [-0.86, -1.09, 5.08], [4.38, -2.46, -5.23], [6.81, -2.13, -2.39], [8.33, -0.06, -5.57], [-3.27, -3.71, -1.06], [-8.12, -6.77, -2.00], [3.81, -0.34, 5.88], [-1.82, -1.40, 1.69], [-10.26, 5.22, 7.50], [2.66, 6.12, -1.04], [-1.46, 4.22, 1.95], [1.28, 0.57, 4.15], [2.36, 2.09, -4.00], [3.59, 4.00, -7.79], [-10.24, -6.67, -3.64], [-6.81, 1.92, 3.82], [5.83, -0.20, -1.29], [2.51, -1.94, 6.78], [-3.30, 5.13, 3.01], [2.88, 0.01, 6.33], [-4.39, -0.41, -1.84], [-6.72, -4.54, -2.09], [1.78, 4.82, -4.69], [-2.78, -2.32, 2.94], [-5.22, -4.66, -0.90], [-3.89, -1.38, -1.83], [7.14, -2.00, 4.56], [-1.24, 1.75, -1.41], [-1.39, -4.05, 1.97], [-10.54, 3.58, 7.39], [3.08, 0.27, -4.93], [-8.95, -5.70, -2.46], [-1.04, 1.98, 4.30], [6.36, -0.17, -5.34], [2.06, 2.91, -6.93], [0.98, 3.88, -6.82], [6.37, -1.29, 4.86], [-1.19, -4.54, -0.47], [5.64, 0.31, -2.23], [-3.51, -1.48, 1.50], [-4.61, 1.11, 0.52], [2.16, -2.25, 4.60], [-8.76, -6.01, -4.54], [-10.16, -5.03, -3.91], [0.56, -1.83, -6.75], [-2.13, 3.51, 1.46], [2.96, 7.03, -1.56], [1.44, 6.39, -0.42], [1.27, 4.82, -7.28], [1.17, -1.81, -5.85], [-1.54, 1.02, 4.40], [0.58, 0.07, -0.77], [-0.71, -6.59, -1.31], [3.59, -1.85, -5.08], [5.54, 0.11, 3.04], [0.11, -6.18, -0.72], [5.83, -1.96, 2.44], [-9.50, -5.88, -3.74]],
  "e_lumo_ev": -2.7223,
  "charge": 1,
  "homo_energy_ev": -9.8,
  "orbital_gap_ev": 7.1
}



{
  "formula": "C50H33CrN4S",
  "method": "the ωB97M-V functional and the def2-TZVPD basis",
  "species": ["C", "C", "H", "C", "H", "C", "H", "C", "N", "C", "H", "H", "C", "H", "C", "H", "C", "C", "C", "C", "N", "H", "C", "C", "H", "C", "H", "H", "C", "C", "C", "H", "C", "C", "H", "N", "C", "H", "C", "C", "C", "H", "H", "H", "C", "C", "H", "H", "C", "C", "C", "H", "C", "C", "H", "S", "C", "H", "C", "C", "H", "H", "Cr", "H", "C", "C", "H", "C", "C", "C", "C", "C", "C", "H", "N", "H", "C", "C", "H", "H", "H", "C", "H", "C", "H", "C", "C", "C", "C"],
  "coordinates": [[-3.26, -4.70, 2.42], [-5.11, 4.41, 0.66], [5.10, -5.99, 2.17], [-0.68, -4.39, 0.43], [-4.50, -3.33, -0.42], [-1.07, -3.08, 0.84], [4.10, 2.99, -0.45], [1.09, -3.02, 0.50], [0.01, -2.24, 0.84], [-5.19, -5.92, 1.66], [-1.35, -5.23, 0.30], [3.85, -3.23, -1.73], [3.77, 3.86, 2.80], [-4.89, 5.38, 3.89], [2.41, -2.61, 0.51], [-2.46, -4.55, 3.13], [-0.57, 2.75, 5.87], [-4.68, 4.83, 2.99], [-3.71, 3.84, 2.99], [-1.32, 0.71, 4.85], [2.03, -0.24, 1.03], [6.27, -6.30, 0.02], [5.49, 5.17, 1.73], [-3.37, -3.83, 1.34], [1.55, 3.09, 5.84], [2.84, -1.31, 0.76], [-4.07, -6.41, 3.43], [-4.98, 0.99, 1.88], [0.66, -4.36, 0.21], [-4.15, 3.41, 0.67], [4.22, -0.91, 0.79], [6.24, 5.94, 1.78], [4.74, 4.85, 2.86], [3.82, -4.44, 1.43], [-6.12, 5.91, 1.82], [-1.95, -0.33, 1.45], [4.24, 0.41, 1.07], [2.04, 0.98, 4.62], [4.29, 3.50, 0.48], [-2.37, -2.73, 1.20], [-1.60, 1.89, 5.52], [1.30, -5.16, -0.11], [4.93, 5.37, 3.79], [-6.10, -5.19, -0.14], [-0.63, 3.85, 2.03], [5.26, 4.49, 0.55], [-2.62, 2.13, 5.79], [-1.29, 4.68, 2.20], [-5.37, 5.13, 1.82], [1.15, 2.51, 1.73], [-3.43, 3.13, 1.83], [3.20, 3.60, 3.68], [0.73, 3.86, 1.97], [-4.40, -4.01, 0.42], [5.06, -1.57, 0.62], [0.34, -1.11, 3.63], [5.13, -4.79, -0.99], [-5.88, -6.74, 1.77], [-4.16, -5.74, 2.58], [-4.14, 0.33, 1.75], [-4.97, -1.69, 1.75], [5.09, 1.05, 1.18], [0.06, -0.33, 1.44], [1.37, 4.72, 2.07], [4.13, -3.84, -0.88], [3.53, 3.18, 1.61], [-0.79, 3.68, 6.38], [-2.37, 2.08, 1.77], [-0.01, 0.39, 4.51], [-5.30, -5.05, 0.58], [-2.78, -1.42, 1.45], [-4.14, -1.02, 1.67], [4.83, -5.39, 1.31], [-3.94, 2.85, -0.23], [0.06, 1.68, 1.65], [3.31, -4.30, 2.37], [5.49, -5.56, 0.10], [1.03, 1.25, 4.88], [5.84, 4.72, -0.34], [-2.12, 0.03, 4.57], [-5.66, 4.62, -0.25], [-2.77, 0.76, 1.62], [5.64, -4.92, -1.94], [0.75, 2.43, 5.55], [-3.17, 3.60, 3.90], [3.47, -3.66, 0.33], [2.87, 0.83, 1.21], [2.47, 2.13, 1.52], [-1.04, 2.49, 1.83]],
  "s2": 3.856,
  "de_lowest_kcal_mol": 2.7,
  "multiplicity": 4,
  "e_lumo_ev": [-1.0569, -1.2823],
  "homo_energy_ev": [-7.1, -7.0],
  "orbital_gap_ev": [6.0, 5.8]
}



{
  "formula": "C50H37N8OPt",
  "method": "the ωB97M-V functional and the def2-TZVPD basis",
  "species": ["C", "N", "H", "H", "C", "C", "H", "C", "H", "C", "H", "H", "C", "H", "C", "H", "C", "H", "H", "H", "Pt", "H", "C", "C", "H", "C", "H", "C", "C", "N", "H", "C", "C", "C", "C", "C", "H", "H", "C", "H", "H", "O", "C", "H", "H", "H", "C", "C", "N", "H", "C", "C", "C", "N", "C", "C", "C", "C", "C", "C", "H", "C", "C", "C", "C", "N", "H", "H", "C", "H", "N", "C", "H", "C", "C", "C", "C", "C", "C", "H", "C", "C", "H", "H", "N", "C", "C", "C", "C", "H", "C", "H", "H", "H", "N", "H", "H"],
  "coordinates": [[0.75, 2.19, -6.71], [-3.48, 1.01, 1.99], [-0.92, 4.87, -1.28], [-0.41, 7.63, 3.23], [0.36, 2.09, -5.40], [-2.35, 0.35, 1.68], [2.15, -3.93, 2.41], [-1.58, -2.08, -1.57], [1.22, 3.10, -7.06], [2.36, 0.22, 1.68], [3.74, 1.12, 3.23], [-1.43, 3.64, -3.58], [-0.02, -0.05, -7.13], [-5.68, -4.08, 0.61], [2.93, 1.25, 2.53], [-2.49, -1.28, 3.09], [-1.76, -0.55, 2.74], [-2.90, -7.31, 0.21], [-4.08, 2.91, 1.34], [-0.98, 5.45, 4.23], [0.40, -0.10, -0.56], [-4.87, 1.67, 3.38], [-0.48, 1.87, -2.59], [-2.57, -2.20, -2.60], [-0.91, -1.08, 2.32], [4.54, -2.70, 1.48], [-3.47, 0.88, 4.10], [-2.39, -3.99, -0.24], [-4.16, 0.85, 3.26], [2.27, -0.33, -1.81], [0.84, 1.22, -8.63], [-2.35, -1.19, -3.49], [3.85, -1.76, 2.26], [-0.21, 6.72, 2.69], [1.49, -3.44, 1.70], [-3.68, -3.54, 0.04], [-4.72, -0.09, 3.30], [4.18, -2.95, 0.50], [1.67, -2.10, 1.18], [-0.80, -1.12, -5.45], [-1.42, 0.03, 3.60], [-1.81, 0.48, 0.57], [4.36, -1.43, 3.52], [7.16, -3.33, 3.53], [2.41, 3.36, 2.73], [-5.17, -6.49, 0.79], [0.31, 4.37, 1.28], [1.32, 2.12, 1.23], [4.50, 0.17, -0.99], [6.26, -3.96, 1.31], [-2.13, -5.36, -0.18], [-4.12, 1.87, 1.01], [-0.19, -2.93, 0.30], [1.43, 0.80, 0.89], [5.63, -0.40, -0.69], [-1.22, -0.45, -3.01], [-0.25, 0.91, -4.91], [2.63, -1.18, 1.68], [-3.12, -6.25, 0.18], [-0.69, 3.85, -1.53], [5.90, -1.75, 4.96], [-4.68, -4.44, 0.40], [0.38, 6.77, 1.43], [-4.39, -5.79, 0.49], [0.33, -3.92, 1.20], [0.65, -1.85, 0.33], [-3.91, -2.48, -0.01], [-5.16, 1.58, 0.88], [5.73, -3.26, 1.94], [-1.15, -5.72, -0.48], [-0.79, -0.99, -1.87], [-0.04, 2.88, -0.69], [-0.12, -4.87, 1.43], [0.54, 1.13, -7.59], [2.26, 2.40, 2.29], [-1.35, -2.97, -0.51], [5.53, -2.00, 3.97], [3.36, -0.14, -1.39], [0.64, 5.61, 0.73], [0.65, 7.73, 1.00], [-0.40, -0.18, -5.81], [-0.95, 3.22, -2.72], [-0.52, 3.36, 2.98], [0.55, 2.91, -4.72], [0.03, 1.69, -1.38], [-0.53, 5.49, 3.25], [6.23, -2.91, 3.18], [-0.63, 0.77, -3.55], [0.52, 3.08, 0.57], [-2.91, -0.97, -4.38], [-0.26, 4.32, 2.55], [-0.16, -0.89, -7.81], [1.14, 5.65, -0.23], [-3.60, 1.78, 0.06], [6.65, -0.85, -0.38], [-3.32, -2.98, -2.66], [3.80, -0.77, 4.17]],
  "s2": 6.099,
  "de_lowest_kcal_mol": 11.2,
  "multiplicity": 5,
  "e_lumo_ev": [-3.9503, -6.0467],
  "charge": 1,
  "homo_energy_ev": [-8.8, -10.4],
  "orbital_gap_ev": [4.9, 4.4]
}



{
  "formula": "C50H38Cl3IMnN5OPS",
  "method": "the ωB97M-V functional and the def2-TZVPD basis",
  "species": ["C", "C", "H", "C", "H", "C", "H", "Cl", "Mn", "C", "C", "C", "C", "C", "H", "C", "H", "C", "H", "H", "H", "C", "H", "H", "H", "C", "C", "C", "H", "C", "Cl", "C", "C", "H", "Cl", "C", "C", "H", "C", "P", "H", "C", "C", "C", "C", "S", "H", "C", "H", "C", "C", "C", "H", "H", "N", "C", "C", "C", "H", "H", "H", "C", "C", "H", "C", "N", "N", "I", "C", "N", "H", "H", "N", "C", "H", "H", "H", "H", "H", "C", "C", "C", "O", "H", "H", "C", "H", "C", "C", "C", "H", "H", "C", "C", "C", "H", "C", "H", "H", "C", "C"],
  "coordinates": [[-1.74, -3.75, -1.40], [3.35, 5.99, -1.71], [-1.03, -3.78, 1.13], [-5.70, 3.35, -0.51], [5.35, 2.57, -4.30], [3.33, -5.15, 6.15], [-5.89, 2.16, -4.25], [-4.02, 5.39, 0.03], [-1.07, -0.61, 0.71], [-1.48, 5.83, 0.82], [2.61, 1.35, -0.01], [-5.05, 1.86, -2.30], [-4.92, 2.58, 0.37], [1.94, 4.57, -0.36], [1.17, 1.66, -3.95], [-3.69, -0.24, -3.44], [1.89, -0.16, -5.43], [-0.41, 4.27, -1.19], [1.25, -6.57, 4.19], [-2.43, 3.95, -1.84], [2.67, -8.50, 5.82], [0.46, -1.58, 3.03], [-1.90, 6.44, 1.60], [-3.12, -1.04, -3.92], [0.24, -5.34, 2.54], [1.19, -2.38, 3.88], [-0.24, 0.46, -2.89], [4.66, -6.41, 7.66], [-0.55, 1.28, -2.24], [5.42, 4.53, -1.42], [0.89, 6.41, 1.91], [4.30, -5.18, 7.17], [-0.42, -1.82, -3.62], [4.39, -8.54, 7.60], [5.97, 5.19, 0.07], [-2.15, -5.07, -1.39], [-4.57, 0.49, -4.24], [-4.90, 2.86, 1.41], [0.73, 0.69, -3.84], [-2.10, -1.02, -1.50], [0.49, -0.50, 3.12], [0.46, 4.86, -0.27], [-3.49, -5.38, -1.56], [-3.47, 0.02, -2.10], [2.76, -6.34, 5.68], [6.31, 3.28, -2.18], [-6.25, 4.20, -0.14], [0.57, -1.59, -4.57], [3.49, 3.77, 0.93], [-0.82, -0.80, -2.77], [0.74, 1.93, 0.94], [1.93, -4.59, 4.64], [0.87, -2.39, -5.23], [-0.68, -3.52, -1.28], [1.97, 2.36, 0.66], [-4.21, 1.49, -0.08], [1.14, -3.77, 3.73], [1.73, 0.31, -0.06], [2.06, 3.94, -1.25], [3.41, 4.32, -4.04], [1.96, 4.08, 1.78], [1.14, -0.34, -4.68], [4.07, -7.60, 7.18], [-4.74, -2.26, -1.91], [-4.42, -4.37, -1.74], [0.54, 0.70, 0.51], [1.86, -5.96, 4.70], [-3.36, 0.47, 1.58], [2.40, 3.74, 0.84], [2.79, -4.08, 5.48], [-5.46, -4.61, -1.88], [-3.81, -6.41, -1.56], [-0.32, -2.07, 2.04], [-5.22, 1.54, -3.67], [-1.42, -5.86, -1.27], [5.40, -6.48, 8.44], [0.01, 2.55, 1.42], [-0.88, -2.80, -3.57], [2.58, 6.12, -2.48], [-0.11, 5.65, 0.72], [4.31, 4.92, -2.12], [-1.78, 4.42, -1.12], [2.73, 5.74, -0.45], [-4.70, 0.24, -5.27], [1.79, -1.95, 4.66], [3.11, -7.59, 6.19], [3.86, 6.95, -1.58], [5.19, 3.24, -3.48], [-2.31, 5.20, -0.10], [-4.19, 1.08, -1.45], [4.74, -4.27, 7.53], [1.86, -0.65, -0.52], [0.33, -4.28, 2.72], [4.19, 4.15, -3.32], [-5.78, 2.97, -1.81], [0.02, 3.68, -1.98], [-4.01, -3.04, -1.76], [3.60, 1.47, -0.37], [-6.39, 3.52, -2.51], [-2.67, -2.73, -1.59], [-0.38, -3.41, 1.91]],
  "s2": 8.758,
  "de_lowest_kcal_mol": 14.0,
  "multiplicity": 6,
  "e_lumo_ev": [-4.9653, -5.5604],
  "charge": 2,
  "homo_energy_ev": [-12.2, -12.2],
  "orbital_gap_ev": [7.2, 6.6]
}